{
  "formula": "C23H16ClMnN5O2",
  "method": "ωB97M-V/def2-TZVPD",
  "gap_ev": [6.63, 6.65],
  "charge": 0,
  "max_force_ha_per_bohr": 0.0219,
  "energy_ha": -2921.516144,
  "s_squared": 0.8380,
  "multiplicity": 2,
  "elements": ["Mn", "O", "C", "N", "C", "C", "C", "C", "C", "C", "N", "C", "O", "C", "C", "C", "C", "C", "N", "C", "C", "C", "C", "C", "N", "H", "H", "H", "H", "H", "H", "H", "H", "H", "H", "H", "H", "Cl", "C", "C", "C", "C", "N", "C", "H", "H", "H", "H"],
  "xyz": [[-0.0252, 0.2855, 0.2160], [2.4317, 3.5216, 0.8559], [1.9528, 2.4382, 0.5297], [0.6980, 2.1180, 0.1846], [-0.2712, 3.1634, 0.0488], [-0.0144, 4.5330, 0.0159], [-1.0693, 5.4306, -0.1106], [-2.3714, 4.9675, -0.1901], [-2.6226, 3.6013, -0.1906], [-1.5660, 2.7033, -0.0959], [-1.6992, 1.2818, -0.0568], [-2.8441, 0.7305, -0.4684], [-3.7915, 1.2314, -1.0699], [-3.0108, -0.7132, -0.0548], [-4.2222, -1.3451, -0.3080], [-4.3872, -2.6560, 0.0835], [-3.3323, -3.2997, 0.7149], [-2.1656, -2.5939, 0.9164], [-1.9906, -1.3158, 0.5496], [2.9262, 1.2926, 0.4474], [4.2864, 1.5700, 0.4546], [5.1813, 0.5335, 0.3081], [4.6856, -0.7542, 0.1620], [3.3188, -0.9374, 0.1836], [2.4341, 0.0637, 0.3296], [0.9937, 4.8945, 0.1092], [-0.8592, 6.4930, -0.1343], [-3.2005, 5.6608, -0.2624], [-3.6306, 3.2343, -0.2822], [-4.9897, -0.7719, -0.8072], [-5.3232, -3.1712, -0.0915], [-3.4053, -4.3250, 1.0518], [-1.3462, -3.0734, 1.4311], [4.5862, 2.6007, 0.5709], [6.2479, 0.7203, 0.2997], [5.3398, -1.6058, 0.0335], [2.9283, -1.9354, 0.0682], [1.4499, -4.2586, 2.1693], [1.1269, -3.5373, 0.6398], [1.2514, -4.2489, -0.5364], [0.9723, -3.6136, -1.7285], [0.5742, -2.2808, -1.7033], [0.4572, -1.6110, -0.5716], [0.7229, -2.2122, 0.5845], [1.5627, -5.2861, -0.5116], [1.0560, -4.1320, -2.6735], [0.3443, -1.7396, -2.6126], [0.6097, -1.6517, 1.5019]],
  "forces_ev_per_angstrom": [[0.19, 0.63, -0.04], [-0.22, -0.01, -0.06], [0.61, 0.20, 0.18], [-0.46, 0.31, 0.02], [0.84, -0.12, -0.03], [-0.09, 0.16, 0.02], [0.15, -0.10, 0.02], [-0.03, -0.14, 0.00], [-0.13, 0.24, -0.04], [-0.56, -0.73, -0.10], [0.17, 0.46, -0.24], [-0.64, -0.33, 0.05], [0.14, 0.11, 0.01], [0.26, 0.00, -0.13], [-0.02, 0.01, -0.04], [-0.11, -0.06, -0.01], [-0.03, -0.01, -0.03], [-0.01, 0.30, 0.19], [0.09, -0.25, 0.28], [-0.16, -0.07, 0.01], [0.03, 0.08, 0.03], [0.13, -0.01, 0.00], [-0.01, 0.03, 0.00], [-0.07, 0.23, 0.02], [-0.01, -0.38, 0.08], [0.00, 0.00, 0.00], [-0.01, -0.02, 0.01], [0.02, -0.01, -0.01], [0.02, 0.03, -0.01], [0.00, -0.02, 0.00], [0.01, 0.00, -0.01], [-0.02, 0.02, -0.01], [0.08, -0.02, 0.05], [0.01, 0.00, 0.00], [-0.02, 0.00, 0.00], [-0.01, 0.02, 0.00], [-0.02, -0.03, -0.01], [0.02, -0.05, 0.06], [-0.17, 0.37, 0.05], [0.12, -0.42, -0.05], [-0.09, 0.30, -0.14], [0.07, -0.23, -0.40], [-0.25, 0.47, 0.33], [0.18, -1.08, -0.25], [-0.01, 0.05, 0.00], [0.00, -0.01, 0.03], [0.00, -0.01, 0.03], [0.01, 0.12, 0.14]]
}